[1]
DFT (the ωB97M-V functional and the def2-TZVPD basis) results for 13 unconnected molecules or ions with the total composition H26O13 at a distorted geometry.

Last columns: bonded neighbours and bond lengths (Å).
Atoms and positions in Å:
1 O 0.413 -0.354 -0.254  H2 0.973, H3 0.973
2 H -0.126 -0.278 -1.061  O1 0.973
3 H 0.143 0.415 0.278  O1 0.973
4 O 1.171 -2.327 -2.670  H5 0.941, H6 0.944
5 H 1.234 -3.101 -3.202  O4 0.941
6 H 1.004 -1.701 -3.356  O4 0.944
7 O 2.535 1.247 -1.023  H8 0.961, H9 0.967
8 H 3.323 1.281 -0.474  O7 0.961
9 H 1.882 0.733 -0.529  O7 0.967
10 O 0.947 -2.906 0.012  H11 0.984, H12 0.955
11 H 0.640 -3.031 -0.915  O10 0.984
12 H 0.839 -1.971 0.176  O10 0.955
13 O 0.339 2.095 0.809  H14 0.958, H15 0.965
14 H -0.305 2.059 1.517  O13 0.958
15 H -0.052 2.500 0.025  O13 0.965
16 O -2.119 -2.391 -0.777  H17 0.984, H18 0.917
17 H -1.445 -2.838 -0.217  O16 0.984
18 H -1.841 -2.627 -1.618  O16 0.917
19 O 1.796 2.300 2.947  H20 0.978, H21 0.960
20 H 1.342 2.293 2.081  O19 0.978
21 H 2.237 3.153 2.954  O19 0.960
22 O -1.498 1.325 2.813  H23 0.961, H24 0.967
23 H -2.020 0.930 2.109  O22 0.961
24 H -2.106 1.357 3.564  O22 0.967
25 O -0.989 -0.069 -2.661  H26 0.965, H27 0.936
26 H -0.861 0.857 -2.420  O25 0.965
27 H -1.906 -0.140 -2.486  O25 0.936
28 O 3.215 -0.825 1.233  H29 0.964, H30 0.932
29 H 3.628 -0.121 1.746  O28 0.964
30 H 2.405 -0.917 1.685  O28 0.932
31 O -0.354 2.439 -1.937  H32 0.962, H33 0.931
32 H 0.169 3.040 -2.477  O31 0.962
33 H -1.210 2.771 -2.094  O31 0.931
34 O -2.404 0.208 0.675  H35 0.963, H36 0.939
35 H -3.126 0.686 0.254  O34 0.963
36 H -2.247 -0.555 0.150  O34 0.939
37 O -1.258 -1.957 1.963  H38 0.960, H39 0.956
38 H -1.305 -1.174 1.409  O37 0.960
39 H -2.093 -2.388 1.785  O37 0.956

Properties
HOMO-LUMO gap = 9.00 eV
F_max = 0.0566 Eh/bohr
molar mass = 234.195 g/mol

---

[2]
DFT (the ωB97M-V functional and the def2-TZVPD basis) results for 13 unconnected molecules or ions with the total composition H26O13 at a distorted geometry.

Last columns: bonded neighbours and bond lengths (Å).
Atoms and positions in Å:
1 H -1.165 -0.239 0.373  O27 0.964
2 H -0.201 -1.136 -0.386  O27 0.964
3 H -2.153 -3.730 3.614  O28 0.964
4 H -0.764 -3.839 3.007  O28 0.964
5 H 1.442 -2.115 3.813  O29 0.964
6 H 2.323 -3.258 4.287  O29 0.964
7 H -0.651 -3.457 -3.907  O30 0.964
8 H -2.101 -3.705 -4.286  O30 0.964
9 H 2.354 -0.979 0.543  O31 0.964
10 H 3.401 -0.371 1.461  O31 0.964
11 H 4.887 0.295 -0.328  O32 0.964
12 H 4.407 -1.147 -0.296  O32 0.964
13 H -2.618 3.004 -1.984  O33 0.964
14 H -2.841 4.117 -0.973  O33 0.964
15 H -2.210 -2.791 -2.028  O34 0.964
16 H -2.820 -1.663 -1.212  O34 0.964
17 H 2.464 0.893 -1.108  O35 0.964
18 H 1.215 1.611 -0.624  O35 0.964
19 H 3.557 1.899 0.222  O36 0.964
20 H 2.323 2.687 0.630  O36 0.964
21 H -4.053 3.118 -0.048  O37 0.964
22 H -4.108 1.611 -0.238  O37 0.964
23 H -0.155 0.690 -2.916  O38 0.964
24 H -0.216 1.710 -1.791  O38 0.964
25 H -1.434 2.162 1.734  O39 0.964
26 H -0.719 1.785 3.021  O39 0.964
27 O -0.225 -0.412 0.250  H1 0.964, H2 0.964
28 O -1.620 -3.417 2.874  H3 0.964, H4 0.964
29 O 1.896 -2.905 3.499  H5 0.964, H6 0.964
30 O -1.448 -3.002 -4.200  H7 0.964, H8 0.964
31 O 2.451 -0.511 1.380  H9 0.964, H10 0.964
32 O 4.113 -0.244 -0.128  H11 0.964, H12 0.964
33 O -2.220 3.419 -1.210  H13 0.964, H14 0.964
34 O -2.102 -2.306 -1.202  H15 0.964, H16 0.964
35 O 1.578 1.151 -1.389  H17 0.964, H18 0.964
36 O 2.960 2.046 0.965  H19 0.964, H20 0.964
37 O -3.912 2.429 -0.708  H21 0.964, H22 0.964
38 O -0.504 1.562 -2.699  H23 0.964, H24 0.964
39 O -0.988 2.547 2.497  H25 0.964, H26 0.964

Properties
HOMO-LUMO gap = 9.17 eV
F_max = 0.0949 Eh/bohr
molar mass = 234.195 g/mol